Entry 1:
One molecule with the formula C16H23N3O3. Source: the OMol25 dataset; level of theory: ωB97M-V/def2-TZVPD.

Output
HOMO-LUMO gap in eV: 9.717
HOMO in hartree: -0.334
Electronic energy in a.u.: -1013.51161

Last column: Mulliken charge in e.
Positions of all 45 atoms, in Å:
O (2.3007, -0.1687, 4.4314)  -0.6865
O (2.3069, 1.7520, 0.4265)  -0.2416
O (-0.4039, -3.4583, -0.4736)  -0.6905
N (-1.5712, 0.9519, -1.3046)  -0.4555
N (-1.2818, -1.3990, -0.2400)  -0.0099
N (2.1410, -0.6201, 2.2366)  0.1238
C (-1.5721, 2.1947, -1.7544)  -0.6045
C (-2.9933, -0.9149, -4.2343)  -1.4350
C (3.3016, 0.2061, 1.9779)  -1.1294
C (-1.9912, -1.4046, -1.4941)  -0.8924
C (1.7003, -0.7000, 3.5132)  0.6556
C (-2.0124, -0.0223, -2.0880)  0.6155
C (0.3606, -2.1250, 1.3814)  0.5076
C (-2.0154, 2.5332, -3.0204)  -0.7538
C (-0.4673, -2.4054, 0.1281)  -0.1007
C (-2.4823, 1.5174, -3.8398)  -0.5670
C (1.9498, 3.0636, 0.0820)  -0.7823
C (0.4554, -1.5300, 3.7699)  -0.6788
C (-2.4929, 0.2063, -3.3826)  0.9189
C (2.9337, 1.6620, 1.6887)  -0.5773
C (-0.4663, -1.6291, 2.5637)  -0.6141
C (1.4339, -1.0869, 1.0598)  -0.9042
H (1.2386, 3.4854, 0.8039)  0.3434
H (3.9271, 0.1816, 2.8728)  0.4734
H (-1.2870, -2.3178, 2.7723)  0.3795
H (0.7933, -2.5266, 4.0678)  0.2623
H (2.1714, -1.5222, 0.3761)  0.2291
H (2.8297, 3.7175, 0.0370)  0.3202
H (-2.8399, 1.7416, -4.8350)  0.3721
H (-3.0248, -1.7498, -1.3456)  0.1958
H (2.2625, 2.0328, 2.4773)  0.3761
H (-1.9995, 3.5578, -3.3569)  0.3846
H (-0.8929, -0.6477, 2.3473)  0.2801
H (-1.5028, -2.1199, -2.1652)  0.4069
H (0.9909, -0.2213, 0.5510)  0.4161
H (-1.2026, 2.9406, -1.0632)  0.6148
H (1.4855, 3.0105, -0.9010)  0.2064
H (-0.0550, -1.0925, 4.6296)  0.3583
H (0.8410, -3.0696, 1.6557)  0.4139
H (-3.8155, -1.4319, -3.7415)  0.3085
H (3.8468, -0.2054, 1.1261)  0.3912
H (-1.2046, -0.4766, 0.1680)  0.4059
H (3.8468, 2.2765, 1.6985)  0.4524
H (-2.2028, -1.6442, -4.4076)  0.3247
H (-3.3398, -0.5418, -5.1947)  0.3863

=====

Entry 2:
A 2-piece molecular cluster, C4H12 overall. Source: the OMol25 dataset; level of theory: ωB97M-V/def2-TZVPD.

Output
HOMO-LUMO gap in eV: 12.092
HOMO in hartree: -0.401
Electronic energy in a.u.: -159.53326

Last column: Mulliken charge in e.
Positions of all 16 atoms, in Å:
C (-0.2311, -0.1394, 1.9515)  -0.7771
C (-1.2549, -0.3307, -1.6349)  -0.2308
C (1.1592, 0.2803, 1.4503)  -0.6111
C (0.1339, 0.1595, -1.7808)  -0.8426
H (-0.3454, -1.2080, 2.0968)  0.2799
H (1.4490, 1.2814, 1.8709)  0.2421
H (-2.0523, 0.4443, -2.1039)  0.1997
H (-0.2197, 0.2254, 3.0178)  0.2697
H (0.4620, 0.9257, -0.9986)  0.2386
H (0.3592, 0.4253, -2.8508)  0.3477
H (-1.3705, -1.3058, -2.2006)  0.2551
H (1.3723, 0.3912, 0.3543)  0.0031
H (-1.1151, 0.1336, 1.3998)  0.2305
H (-1.3163, -0.2794, -0.5628)  -0.1400
H (0.9916, -0.6147, -1.6154)  0.2328
H (1.9780, -0.3885, 1.6063)  0.3026

=====

Entry 3:
One molecule with the formula C21H20FN3O5. Source: the OMol25 dataset; level of theory: ωB97M-V/def2-TZVPD.

Output
HOMO-LUMO gap in eV: 6.423
HOMO in hartree: -0.249
Electronic energy in a.u.: -1451.87472

Last column: Mulliken charge in e.
Positions of all 50 atoms, in Å:
F (-6.8807, -3.5951, 1.0928)  -0.3881
O (-1.4055, 1.0105, -1.4323)  -0.4660
O (2.5643, -1.3766, -0.9356)  -0.6940
O (-2.7250, 1.4886, 1.2853)  -0.6588
O (4.5325, -3.0993, -0.9283)  -0.8313
O (-1.6104, 3.4587, -0.1495)  -0.3810
N (-4.3681, 1.0975, -0.4767)  0.0251
N (3.3018, -0.8114, -0.2498)  0.3518
N (4.0779, 0.9398, 0.7435)  -0.5738
C (6.5055, -2.4830, 0.2106)  -1.4820
C (5.1136, 0.0977, 0.8280)  0.8713
C (-5.0258, -0.1291, 0.1393)  0.4796
C (-2.9722, 3.2280, -0.4996)  -0.6097
C (-0.6271, 2.6917, -0.2036)  0.2844
C (-6.1010, -2.3719, 0.5575)  0.6389
C (0.5123, 3.1975, 0.4446)  -0.7260
C (-6.6649, -1.8161, -0.4026)  -0.4623
C (-0.4210, 1.3652, -0.7344)  0.9926
C (-3.2830, 1.5715, 0.1265)  0.6210
C (-4.5942, -0.8409, 1.0310)  0.3358
C (5.2036, -2.3017, -0.0273)  1.6280
C (3.0557, 0.5873, 0.1748)  0.3921
C (-1.5407, -0.4498, -1.6514)  -1.2702
C (6.3493, 0.1802, 1.4683)  -1.3419
C (1.6173, 2.3405, 0.8368)  -0.9240
C (4.6142, -1.1928, 0.0715)  -0.5015
C (1.7474, 1.1134, 0.1460)  0.2940
C (-5.2037, -1.9832, 1.5430)  -1.1869
C (0.7275, 0.5030, -0.7386)  -1.1086
C (-5.9615, -0.7333, -0.7310)  -0.3505
H (-2.4361, -0.6476, -2.1348)  0.3412
H (-4.7199, 1.3436, -1.1936)  -0.0337
H (-6.2332, 0.0222, -1.6539)  0.1123
H (7.1528, -1.7907, -0.0619)  0.5067
H (-7.4374, -1.9663, -1.3346)  0.2520
H (0.9114, -0.4420, -0.9941)  1.2340
H (-4.8749, -2.4981, 2.3364)  0.5400
H (7.3552, 0.2360, 0.6916)  0.2476
H (6.7911, -2.6624, 1.3591)  0.2673
H (6.2585, 1.3665, 1.8283)  0.2974
H (-0.8226, -0.6012, -2.6061)  0.3169
H (0.3513, 4.1153, 1.1276)  0.2584
H (-3.0675, 2.9538, -1.7033)  0.2118
H (6.8044, -3.6385, -0.2198)  0.2879
H (-1.5596, -1.0091, -0.8046)  0.5475
H (3.1287, -2.3819, -1.3087)  0.4912
H (-3.8622, -0.3765, 1.8940)  0.1664
H (6.7011, -0.5299, 2.2499)  0.2697
H (2.5924, 2.8264, 1.2679)  0.2778
H (-3.5711, 3.9934, -0.2783)  0.4497

=====

Entry 4:
C31H19ClInN3O3S4 as an isolated structure. Source: the OMol25 dataset; level of theory: ωB97M-V/def2-TZVPD.

Output
HOMO-LUMO gap in eV: 6.674
Total charge: -2
HOMO in hartree: -0.104
Electronic energy in a.u.: -3825.87393

Last column: Mulliken charge in e.
Positions of all 62 atoms, in Å:
In (-0.9510, 0.0766, 0.0988)  1.6068
Cl (2.6164, 0.4276, 1.9602)  -0.2350
S (0.4563, -3.3934, -1.0096)  -0.0962
S (3.6621, -0.2378, -3.2352)  0.0497
S (-0.7487, 2.5859, -0.0666)  -0.4188
S (1.7165, -2.5403, -4.6201)  -0.0659
O (-0.0659, -0.3937, -1.7885)  -0.6333
O (-3.9574, 1.3583, 2.9334)  -0.8040
O (-2.5205, 0.3985, 1.5872)  -0.6108
N (-5.3854, 0.0432, -4.3418)  -0.5704
N (-2.6891, -0.8469, -1.0044)  -0.4651
N (-4.3908, -4.2388, -3.2763)  -0.5753
C (-0.1132, -1.2439, 1.6415)  -1.2996
C (-1.1320, 4.1752, 4.2346)  -0.3686
C (-0.4441, 0.1113, 5.1898)  -0.5981
C (-0.9102, 3.0851, 1.6641)  0.4516
C (0.6579, 0.8600, 5.3886)  -0.3827
C (-4.3172, -3.1041, -3.1047)  0.1364
C (4.0820, 1.4385, -3.2557)  -0.4259
C (2.7230, -3.6885, -0.1026)  -0.6325
C (1.3217, 0.2580, 3.1340)  0.5952
C (1.5639, -4.3620, -0.1479)  -0.4857
C (2.1825, 0.0525, -2.4413)  -0.3336
C (3.0796, 2.1801, -2.7031)  -0.6687
C (0.7295, -1.4656, -3.7206)  -0.3512
C (0.0882, 3.9635, 2.2166)  -0.5832
C (0.6366, -2.4270, -5.9879)  -0.4208
C (-2.9006, 1.3696, 2.3008)  0.3638
C (1.5276, -2.1548, -1.3880)  -0.3726
C (-4.1955, -1.7045, -2.8724)  0.1047
C (-2.0651, 3.2559, 3.7228)  -0.7410
C (0.1553, -0.5326, 2.9165)  0.2617
C (-1.9220, 2.5413, 2.5084)  0.4287
C (-4.7934, -0.7091, -3.7044)  0.1383
C (1.0537, -0.9982, -2.2798)  2.7854
C (2.0387, 1.3767, -2.2133)  -0.6501
C (-3.4278, -1.2498, -1.7844)  0.3434
C (-0.4810, -1.7067, -5.7351)  -0.8162
C (0.0019, 4.4727, 3.4765)  -0.4667
C (-0.6843, -0.5728, 4.0257)  -0.3593
C (2.7444, -2.4693, -0.8066)  -0.3886
C (-0.4283, -1.1388, -4.3659)  -0.5026
C (1.5626, 0.8758, 4.3366)  -0.5886
H (-1.1293, -0.4238, -3.9413)  0.5095
H (5.0083, 1.7027, -3.8191)  0.3465
H (-1.6799, -1.0376, 3.9145)  0.1582
H (3.6446, -4.1027, 0.3489)  0.3038
H (3.1262, 3.2664, -2.6722)  0.3711
H (-0.9544, -1.9463, 1.7740)  0.4604
H (1.2831, -5.2508, 0.3909)  0.4297
H (2.4380, 1.4818, 4.4134)  0.3773
H (0.8418, -2.9396, -6.9433)  0.3656
H (-1.2517, 0.2771, 5.8719)  0.2873
H (0.8229, -1.6984, 1.2562)  0.1817
H (3.5670, -1.7459, -0.7742)  0.4415
H (0.6969, 1.5656, 6.1947)  0.3959
H (0.7981, 5.0647, 3.8499)  0.4303
H (-2.9288, 2.9769, 4.3389)  0.3750
H (-1.1728, -1.4555, -6.5397)  0.3521
H (1.1095, 1.8040, -1.8831)  0.2594
H (-1.2733, 4.5737, 5.2615)  0.3145
H (0.9769, 4.1600, 1.5786)  0.2856

=====

Entry 5:
C4H8N2O2S as an isolated structure. Source: the OMol25 dataset; level of theory: ωB97M-V/def2-TZVPD.

Output
HOMO-LUMO gap (spin up / spin down) in eV: 7.886 / 7.886
HOMO (spin up / spin down) in hartree: -0.305 / -0.305
Electronic energy in a.u.: -815.15275

Last column: Mulliken charge in e.
Positions of all 17 atoms, in Å:
S (2.2255, -0.9989, 0.7133)  -0.0231
O (3.9180, 0.4656, 0.8314)  -0.4046
O (5.6909, 0.7001, -0.3435)  -0.4910
N (2.5338, -1.3586, -0.8566)  -0.4886
N (4.5979, 0.1975, -0.2136)  0.0637
C (-1.7044, -1.1375, 0.0379)  -1.0492
C (-0.5349, -0.1545, 0.3966)  1.1945
C (-0.9367, 1.2669, 0.3227)  -1.2934
C (0.7188, -0.5792, 0.5808)  -0.3516
H (3.3791, -0.8090, -1.0098)  0.4911
H (-2.4835, -1.1205, 0.8855)  0.2929
H (2.7107, -2.2754, -1.2393)  0.2587
H (-0.7649, 1.5669, -0.6502)  0.3658
H (-1.2023, -2.1584, -0.0551)  0.3404
H (-2.1719, -0.7457, -0.9122)  0.3239
H (-2.0170, 1.3069, 0.4210)  0.3686
H (-0.6058, 1.9124, 1.0808)  0.4021